Entry 1:
Formula: C27H79N5O10
Source: the Open Molecules 2025 dataset
Level of theory: ωB97M-V with the def2-TZVPD basis set

Each atom is followed by the atoms it is bonded to, with distances in Å.
Cartesian coordinates (Å):
1 C 22.540 19.664 11.448  C2 1.490, H5 1.090, H6 1.090, H7 1.090
2 C 22.938 20.571 12.562  C1 1.490, C3 1.534, O4 1.485, H8 1.090
3 C 23.714 19.860 13.678  C2 1.534, H9 1.090, H10 1.090, H11 1.090
4 O 23.779 21.646 11.976  C2 1.485, H12 0.960
5 H 21.812 18.940 11.815  C1 1.090
6 H 23.439 19.183 11.062  C1 1.090
7 H 21.995 20.229 10.693  C1 1.090
8 H 21.945 20.877 12.892  C2 1.090
9 H 23.988 20.474 14.535  C3 1.090
10 H 24.734 19.639 13.364  C3 1.090
11 H 23.241 18.953 14.055  C3 1.090
12 H 23.426 21.780 11.093  O4 0.960
13 C 20.318 15.892 17.125  C14 1.582, H19 1.090, H20 1.090, H21 1.090
14 C 18.916 15.255 17.487  C13 1.582, C15 1.524, N18 1.459, H22 1.090
15 C 17.837 16.312 17.685  C14 1.524, O16 1.439, H23 1.090, H24 1.090
16 O 17.874 17.017 16.431  C15 1.439, C17 1.409
17 C 17.044 18.139 16.626  O16 1.409, H25 1.090, H26 1.090, H27 1.090
18 N 18.607 14.418 16.333  C14 1.459, H28 1.010, H29 1.010
19 H 20.647 16.390 18.037  C13 1.090
20 H 20.335 16.548 16.255  C13 1.090
21 H 21.027 15.100 16.886  C13 1.090
22 H 19.064 14.666 18.392  C14 1.090
23 H 18.149 16.971 18.495  C15 1.090
24 H 16.856 15.862 17.841  C15 1.090
25 H 17.217 18.720 15.720  C17 1.090
26 H 17.124 18.722 17.544  C17 1.090
27 H 16.005 17.809 16.636  C17 1.090
28 H 18.158 14.986 15.629  N18 1.010
29 H 19.420 14.068 15.846  N18 1.010
30 C 28.251 18.958 16.320  C31 1.559, H36 1.090, H37 1.090, H38 1.090
31 C 27.467 17.617 16.450  C30 1.559, C32 1.573, N35 1.456, H39 1.090
32 C 27.443 16.835 15.086  C31 1.573, O33 1.394, H40 1.090, H41 1.090
33 O 26.680 17.610 14.214  C32 1.394, C34 1.424
34 C 26.716 17.018 12.920  O33 1.424, H42 1.090, H43 1.090, H44 1.090
35 N 28.125 16.762 17.428  C31 1.456, H45 1.010, H46 1.010
36 H 29.255 18.688 15.994  C30 1.090
37 H 28.336 19.505 17.259  C30 1.090
38 H 27.832 19.609 15.553  C30 1.090
39 H 26.476 17.845 16.844  C31 1.090
40 H 26.961 15.876 15.275  C32 1.090
41 H 28.502 16.667 14.890  C32 1.090
42 H 25.836 17.422 12.419  C34 1.090
43 H 26.752 15.931 12.835  C34 1.090
44 H 27.541 17.457 12.359  C34 1.090
45 H 28.267 17.272 18.288  N35 1.010
46 H 27.392 16.080 17.569  N35 1.010
47 C 23.535 13.779 13.201  C48 1.474, H53 1.090, H54 1.090, H55 1.090
48 C 23.909 14.124 14.585  C47 1.474, C49 1.528, N52 1.484, H56 1.090
49 C 23.427 15.512 15.001  C48 1.528, O50 1.426, H57 1.090, H58 1.090
50 O 23.791 15.721 16.364  C49 1.426, C51 1.464
51 C 23.524 17.096 16.791  O50 1.464, H59 1.090, H60 1.090, H61 1.090
52 N 23.273 13.076 15.420  C48 1.484, H62 1.010, H63 1.010
53 H 23.909 12.801 12.899  C47 1.090
54 H 24.078 14.493 12.581  C47 1.090
55 H 22.450 13.763 13.100  C47 1.090
56 H 24.988 14.145 14.739  C48 1.090
57 H 22.345 15.583 14.891  C49 1.090
58 H 23.961 16.253 14.405  C49 1.090
59 H 22.487 17.425 16.716  C51 1.090
60 H 24.118 17.771 16.175  C51 1.090
61 H 23.788 17.183 17.845  C51 1.090
62 H 23.898 12.288 15.330  N52 1.010
63 H 23.226 13.311 16.401  N52 1.010
64 C 19.160 13.671 11.216  C65 1.528, H70 1.090, H71 1.090, H72 1.090
65 C 18.316 12.509 11.737  C64 1.528, C66 1.578, N69 1.497, H73 1.090
66 C 18.947 11.078 11.525  C65 1.578, O67 1.413, H74 1.090, H75 1.090
67 O 19.195 10.957 10.139  C66 1.413, C68 1.401
68 C 19.497 9.654 9.720  O67 1.401, H76 1.090, H77 1.090, H78 1.090
69 N 18.143 12.799 13.196  C65 1.497, H79 1.010, H80 1.010
70 H 19.530 13.503 10.204  C64 1.090
71 H 20.054 13.707 11.838  C64 1.090
72 H 18.607 14.609 11.270  C64 1.090
73 H 17.405 12.552 11.141  C65 1.090
74 H 18.304 10.274 11.884  C66 1.090
75 H 19.936 11.016 11.977  C66 1.090
76 H 20.447 9.227 10.040  C68 1.090
77 H 19.527 9.685 8.631  C68 1.090
78 H 18.812 8.856 10.005  C68 1.090
79 H 17.905 13.756 13.417  N69 1.010
80 H 19.028 12.736 13.680  N69 1.010
81 C 25.698 15.762 19.692  C82 1.547, H87 1.090, H88 1.090, H89 1.090
82 C 26.005 14.359 19.119  C81 1.547, C83 1.509, N86 1.452, H90 1.090
83 C 24.988 13.267 19.342  C82 1.509, O84 1.429, H91 1.090, H92 1.090
84 O 23.770 13.570 18.656  C83 1.429, C85 1.402
85 C 22.783 12.575 18.692  O84 1.402, H93 1.090, H94 1.090, H95 1.090
86 N 26.300 14.621 17.721  C82 1.452, H96 1.010, H97 1.010
87 H 24.797 16.272 19.353  C81 1.090
88 H 26.458 16.533 19.561  C81 1.090
89 H 25.486 15.656 20.756  C81 1.090
90 H 26.869 13.986 19.668  C82 1.090
91 H 24.630 13.209 20.370  C83 1.090
92 H 25.496 12.382 18.959  C83 1.090
93 H 22.507 12.408 19.733  C85 1.090
94 H 23.125 11.644 18.241  C85 1.090
95 H 21.931 12.981 18.147  C85 1.090
96 H 26.156 13.701 17.330  N86 1.010
97 H 25.436 15.023 17.386  N86 1.010
98 C 21.763 15.466 20.629  O99 1.402, H100 1.090, H101 1.090, H102 1.090
99 O 21.519 16.641 21.354  C98 1.402, H103 0.960
100 H 20.873 15.197 20.060  C98 1.090
101 H 22.542 15.609 19.880  C98 1.090
102 H 22.023 14.737 21.396  C98 1.090
103 H 22.142 17.303 21.045  O99 0.960
104 C 20.320 11.430 15.123  O105 1.410, H106 1.090, H107 1.090, H108 1.090
105 O 20.607 12.707 14.599  C104 1.410, H109 0.960
106 H 20.617 10.647 14.426  C104 1.090
107 H 20.808 11.362 16.096  C104 1.090
108 H 19.250 11.452 15.330  C104 1.090
109 H 21.549 12.813 14.751  O105 0.960
110 C 24.141 10.026 14.156  O111 1.417, H112 1.090, H113 1.090, H114 1.090
111 O 24.485 10.477 15.455  C110 1.417, H115 0.960
112 H 23.079 10.153 13.950  C110 1.090
113 H 24.618 10.605 13.366  C110 1.090
114 H 24.434 8.977 14.202  C110 1.090
115 H 24.072 9.913 16.113  O111 0.960
116 C 27.524 12.990 12.352  O117 1.445, H118 1.090, H119 1.090, H120 1.090
117 O 27.281 13.585 11.059  C116 1.445, H121 0.960
118 H 26.597 12.583 12.757  C116 1.090
119 H 28.320 12.248 12.299  C116 1.090
120 H 27.868 13.684 13.119  C116 1.090
121 H 28.082 14.032 10.776  O117 0.960

The net charge is -1. Its largest force on an atom is 3.4 eV/A. As for the spin multiplicity: 2. The value obtained for the frontier orbital gap (alpha / beta) is 1.586 / 8.505 eV. As for the HOMO energy (alpha / beta): 0.40 / -6.54 eV.

***

Entry 2:
Formula: C27H80N10O13
Source: the Open Molecules 2025 dataset
Level of theory: ωB97M-V with the def2-TZVPD basis set

Each atom is followed by the atoms it is bonded to, with distances in Å.
Cartesian coordinates (Å):
1 C -24.231 -19.653 4.823  O2 1.410, H3 1.105, H4 1.070, H5 1.142
2 O -22.999 -18.966 4.793  C1 1.410, H6 0.974
3 H -24.317 -20.666 5.256  C1 1.105
4 H -24.602 -19.727 3.822  C1 1.070
5 H -24.960 -19.089 5.497  C1 1.142
6 H -23.257 -18.094 4.444  O2 0.974
7 C -24.136 -25.406 8.334  O8 1.361, N9 1.293, N10 1.295
8 O -24.229 -26.013 9.549  C7 1.361
9 N -25.121 -25.302 7.504  C7 1.293, H11 1.016, H12 1.041
10 N -23.070 -24.792 7.927  C7 1.295, H13 1.063, H14 1.024
11 H -25.992 -25.723 7.815  N9 1.016
12 H -25.089 -24.615 6.723  N9 1.041
13 H -22.303 -24.776 8.663  N10 1.063
14 H -22.848 -24.471 6.980  N10 1.024
15 C -20.553 -21.060 5.031  O16 1.399, N17 1.312, N18 1.331
16 O -20.369 -20.438 3.792  C15 1.399
17 N -21.514 -20.818 5.890  C15 1.312, H19 1.099, H20 1.007
18 N -19.692 -21.968 5.485  C15 1.331, H21 1.016, H22 0.997
19 H -22.233 -20.077 5.513  N17 1.099
20 H -21.550 -21.140 6.844  N17 1.007
21 H -18.859 -22.308 5.012  N18 1.016
22 H -19.705 -22.271 6.434  N18 0.997
23 C -20.018 -21.823 9.388  O24 1.387, N25 1.294, N26 1.294
24 O -19.942 -22.514 8.188  C23 1.387
25 N -18.946 -21.543 10.057  C23 1.294, H27 1.035, H28 1.032
26 N -21.089 -21.400 9.978  C23 1.294, H29 1.027, H30 1.042
27 H -18.078 -21.975 9.696  N25 1.035
28 H -18.906 -21.158 11.014  N25 1.032
29 H -22.041 -21.556 9.626  N26 1.027
30 H -20.973 -20.865 10.864  N26 1.042
31 C -20.656 -25.982 9.600  O32 1.336, N33 1.301, N34 1.285
32 O -19.464 -26.242 9.055  C31 1.336
33 N -21.158 -24.785 9.687  C31 1.301, H35 1.034, H36 1.077
34 N -21.412 -26.926 10.035  C31 1.285, H37 1.004, H38 1.031
35 H -20.563 -24.061 9.250  N33 1.034
36 H -21.741 -24.429 10.520  N33 1.077
37 H -20.956 -27.818 9.981  N34 1.004
38 H -22.426 -26.837 10.198  N34 1.031
39 C -23.624 -17.789 10.955  O40 1.352, N41 1.299, N42 1.245
40 O -23.597 -16.442 10.834  C39 1.352
41 N -24.710 -18.451 11.220  C39 1.299, H43 1.007, H44 0.990
42 N -22.607 -18.493 11.090  C39 1.245, H45 1.029, H46 1.016
43 H -25.608 -18.046 11.012  N41 1.007
44 H -24.627 -19.406 11.467  N41 0.990
45 H -21.718 -17.976 11.093  N42 1.029
46 H -22.557 -19.506 11.151  N42 1.016
47 C -28.996 -20.237 6.712  C48 1.545, H51 1.079, H52 1.108, H53 1.078
48 C -28.405 -19.666 8.021  C47 1.545, C49 1.519, O50 1.294, H54 1.069
49 C -27.133 -18.884 7.743  C48 1.519, H55 1.069, H56 1.066, H57 1.050
50 O -29.279 -18.907 8.601  C48 1.294, H58 0.948
51 H -28.201 -20.693 6.143  C47 1.079
52 H -29.457 -19.518 6.005  C47 1.108
53 H -29.744 -20.994 6.877  C47 1.078
54 H -28.174 -20.452 8.708  C48 1.069
55 H -26.496 -18.727 8.587  C49 1.069
56 H -27.320 -17.950 7.265  C49 1.066
57 H -26.568 -19.429 7.045  C49 1.050
58 H -28.842 -18.594 9.382  O50 0.948
59 C -24.569 -21.789 13.521  C60 1.541, H63 1.074, H64 1.118, H65 1.095
60 C -24.276 -22.166 12.056  C59 1.541, C61 1.516, O62 1.276, H66 1.089
61 C -25.351 -23.151 11.643  C60 1.516, H67 1.126, H68 1.091, H69 1.104
62 O -24.264 -21.137 11.301  C60 1.276, H70 0.952
63 H -25.627 -21.711 13.691  C59 1.074
64 H -24.081 -20.817 13.779  C59 1.118
65 H -24.283 -22.596 14.204  C59 1.095
66 H -23.318 -22.681 12.025  C60 1.089
67 H -25.047 -23.873 10.834  C61 1.126
68 H -26.328 -22.701 11.456  C61 1.091
69 H -25.579 -23.876 12.444  C61 1.104
70 H -24.143 -21.463 10.415  O62 0.952
71 C -23.060 -16.713 7.336  C72 1.506, H75 1.030, H76 1.146, H77 1.112
72 C -24.529 -16.393 7.422  C71 1.506, C73 1.553, O74 1.270, H78 1.074
73 C -24.650 -14.911 7.869  C72 1.553, H79 1.051, H80 1.115, H81 1.113
74 O -25.136 -16.479 6.309  C72 1.270, H82 0.954
75 H -22.612 -16.132 6.613  C71 1.030
76 H -22.947 -17.825 7.084  C71 1.146
77 H -22.557 -16.540 8.313  C71 1.112
78 H -25.103 -17.035 8.064  C72 1.074
79 H -25.556 -14.417 7.670  C73 1.051
80 H -23.769 -14.357 7.466  C73 1.115
81 H -24.610 -14.822 8.977  C73 1.113
82 H -24.686 -15.948 5.657  O74 0.954
83 C -20.358 -18.602 8.121  C84 1.548, H87 1.080, H88 1.153, H89 1.097
84 C -19.030 -18.186 8.799  C83 1.548, C85 1.515, O86 1.286, H90 1.086
85 C -19.124 -16.688 9.004  C84 1.515, H91 1.098, H92 1.043, H93 1.045
86 O -18.744 -18.753 9.918  C84 1.286, H94 0.968
87 H -20.285 -19.670 7.979  C83 1.080
88 H -20.519 -18.151 7.072  C83 1.153
89 H -21.238 -18.388 8.740  C83 1.097
90 H -18.221 -18.369 8.098  C84 1.086
91 H -20.110 -16.504 9.452  C85 1.098
92 H -19.179 -16.170 8.100  C85 1.043
93 H -18.395 -16.285 9.634  C85 1.045
94 H -18.748 -19.704 9.736  O86 0.968
95 C -25.674 -21.874 8.485  C96 1.509, H99 1.115, H100 1.061, H101 1.117
96 C -24.197 -21.681 8.245  C95 1.509, C97 1.541, O98 1.231, H102 1.104
97 C -23.729 -20.218 8.361  C96 1.541, H103 1.061, H104 1.088, H105 1.076
98 O -23.420 -22.380 8.894  C96 1.231, H106 0.990
99 H -26.001 -21.062 9.175  C95 1.115
100 H -25.843 -22.795 8.985  C95 1.061
101 H -26.292 -21.834 7.555  C95 1.117
102 H -23.985 -21.934 7.191  C96 1.104
103 H -23.977 -19.732 9.271  C97 1.061
104 H -24.140 -19.598 7.567  C97 1.088
105 H -22.676 -20.041 8.224  C97 1.076
106 H -23.466 -23.255 8.435  O98 0.990
107 C -29.498 -18.564 11.920  C108 1.554, H111 1.077, H112 1.070, H113 1.136
108 C -27.951 -18.618 11.778  C107 1.554, C109 1.554, O110 1.214, H114 1.116
109 C -27.672 -20.133 11.573  C108 1.554, H115 1.087, H116 1.039, H117 1.137
110 O -27.504 -18.047 10.805  C108 1.214, H118 0.975
111 H -29.732 -19.324 12.646  C107 1.077
112 H -29.972 -18.924 11.031  C107 1.070
113 H -29.897 -17.520 12.127  C107 1.136
114 H -27.419 -18.260 12.691  C108 1.116
115 H -27.907 -20.800 12.398  C109 1.087
116 H -26.679 -20.343 11.350  C109 1.039
117 H -28.273 -20.606 10.732  C109 1.137
118 H -27.776 -17.110 10.807  O110 0.975
119 C -27.029 -22.560 4.081  C120 1.518, H123 1.112, H124 1.024, H125 1.083
120 C -26.442 -23.746 4.824  C119 1.518, C121 1.515, O122 1.236, H126 1.070
121 C -25.958 -24.757 3.805  C120 1.515, H127 1.127, H128 1.053, H129 1.095
122 O -25.426 -23.457 5.464  C120 1.236, H130 0.983
123 H -27.054 -22.865 3.012  C119 1.112
124 H -26.459 -21.711 4.134  C119 1.024
125 H -28.052 -22.259 4.270  C119 1.083
126 H -27.081 -24.226 5.537  C120 1.070
127 H -25.081 -24.498 3.147  C121 1.127
128 H -26.663 -25.060 3.085  C121 1.053
129 H -25.628 -25.665 4.319  C121 1.095
130 H -24.769 -22.996 4.898  O122 0.983

Its energy above the lowest of the compared OMol25 structures with the same formula, charge and spin is 1008.6 kJ/mol. Its largest force on an atom is 12.7 eV/A. The value obtained for the frontier orbital gap is 8.170 eV. As for the HOMO energy: -8.35 eV.